Formula: C41H22AuF15GeN5S
Source: OMol25
Level of theory: ωB97M-V/def2-TZVPD

Summary:
Molecular weight ... 1171.3 g mol⁻¹
Strongest force on any atom ... 1.7 eV Å⁻¹
Energy above the lowest of the compared OMol25 structures with the same formula, charge and spin ... 60.39 kcal/mol
2S+1 ... 1
HOMO level (alpha / beta) ... -0.178 / -0.178 Ha
Charge ... -1
LUMO (alpha / beta) ... 1.568 / 1.527 eV

Each line ends with the Mulliken charge.
Element x y z (Å)
Au: -0.24340 -0.00402 -1.67269  0.480
C: 2.12718 2.64338 -1.77703  -0.319
N: 0.78867 2.66845 -2.23024  -0.427
C: -0.09432 3.18642 -1.30474  0.132
C: -1.50658 2.74756 -1.58663  0.650
C: -2.69993 3.44464 -1.66564  -0.233
C: -3.70185 2.47935 -1.89706  -1.045
C: -3.05981 1.25550 -1.95077  -0.594
N: -1.72692 1.41278 -1.77362  -0.224
C: 3.14339 2.40142 -2.85628  0.255
C: 4.13509 3.33793 -3.11251  -0.309
C: 5.07674 3.11755 -4.10956  -0.614
C: 5.03043 1.95376 -4.86021  -0.365
C: 4.03753 1.01415 -4.61107  -0.749
C: 3.10025 1.23653 -3.61718  -0.216
H: 2.15011 1.86070 -0.98646  0.216
H: 2.32096 3.54215 -1.15887  0.423
H: 0.11748 4.08590 -2.02859  0.186
H: -2.85180 4.50546 -1.57466  0.401
H: -4.75715 2.65882 -2.00851  0.402
H: -3.47052 0.26958 -2.09176  0.506
H: 4.17256 4.24765 -2.52510  0.381
H: 5.84456 3.85642 -4.29924  0.368
H: 5.76314 1.77783 -5.63698  0.362
H: 3.99397 0.10320 -5.19189  0.400
H: 2.32576 0.51128 -3.42864  0.256
N: -1.19697 2.04719 5.42508  -0.629
C: -1.17897 1.62749 4.10073  0.991
C: -2.24471 1.89735 3.24919  -0.894
C: -2.18832 1.43967 1.94656  -0.522
N: -1.17347 0.73779 1.45640  0.747
C: -0.15185 0.49356 2.26888  -0.585
C: -0.10691 0.89966 3.59058  -1.025
H: -1.78860 2.84303 5.60520  0.244
H: -0.28972 2.13562 5.85433  0.243
H: -3.09186 2.47809 3.58979  0.334
H: -2.99159 1.65287 1.25270  0.347
H: 0.67176 -0.06658 1.83695  0.418
H: 0.74792 0.66285 4.21034  0.347
N: 0.36705 3.51443 -0.08509  -0.330
C: -0.28393 4.39811 0.73690  -0.045
C: -1.13270 5.42737 0.31203  -0.193
C: -1.73175 6.28602 1.22129  -0.781
C: -1.49347 6.15998 2.58103  -0.575
C: -0.62457 5.16298 3.01571  -0.486
C: -0.02322 4.30801 2.11412  -0.267
H: -1.29377 5.57215 -0.74925  0.501
H: -2.38362 7.07177 0.85811  0.369
H: -1.95811 6.83552 3.28762  0.377
H: -0.41195 5.05535 4.07397  0.391
H: 0.64430 3.52609 2.44232  0.497
F: 0.02537 -3.38340 -3.64394  -0.289
C: -0.60256 -4.34558 -2.96736  0.000
C: -0.49982 -4.43582 -1.58954  -0.482
C: -1.18737 -5.47256 -0.98312  0.931
F: -1.10901 -5.62698 0.34962  -0.395
C: -1.94659 -6.38605 -1.68733  0.164
F: -2.58927 -7.38032 -1.06571  -0.316
C: -2.03032 -6.26590 -3.06327  0.635
F: -2.75329 -7.14050 -3.76633  -0.313
C: -1.35625 -5.24529 -3.70749  0.014
F: -1.43653 -5.14021 -5.03693  -0.311
Ge: 0.43211 -3.13012 -0.42638  0.963
S: 1.48000 -1.49005 -1.35909  -0.588
C: -1.03369 -2.61994 0.81945  -0.220
C: -2.23288 -2.16279 0.28762  0.269
F: -2.41787 -2.13391 -1.04476  -0.473
C: -3.29149 -1.73948 1.07158  0.006
F: -4.42375 -1.30063 0.51732  -0.400
C: -3.16990 -1.77855 2.44945  0.888
F: -4.17657 -1.37062 3.22386  -0.421
C: -1.99952 -2.24391 3.01918  0.295
F: -1.87959 -2.29006 4.34978  -0.420
C: -0.96485 -2.65863 2.20063  0.564
F: 0.13499 -3.13119 2.80961  -0.360
C: 1.84095 -4.13282 0.56190  -0.343
C: 2.20183 -5.44585 0.31742  0.594
F: 1.54741 -6.18168 -0.59686  -0.265
C: 3.24556 -6.07691 0.97375  -0.035
F: 3.55278 -7.34924 0.70409  -0.306
C: 3.97589 -5.37654 1.91498  0.729
F: 4.98321 -5.96659 2.55886  -0.317
C: 3.65622 -4.05661 2.18062  -0.233
F: 4.36281 -3.37641 3.08653  -0.307
C: 2.60715 -3.46075 1.50282  0.130
F: 2.34835 -2.18491 1.79946  -0.185

=====

Formula: C41H27Co2F6O7PS
Source: OMol25
Level of theory: ωB97M-V/def2-TZVPD

Summary:
Molecular weight ... 926.6 g mol⁻¹
Strongest force on any atom ... 3.7 eV Å⁻¹
Energy above the lowest of the compared OMol25 structures with the same formula, charge and spin ... 0.00 kcal/mol
2S+1 ... 1
HOMO level ... -0.054 Ha
Charge ... -2
LUMO ... 3.772 eV

Each line ends with the Mulliken charge.
Element x y z (Å)
F: 2.03757 0.22015 5.51948  -0.247
C: 1.00535 -0.53387 5.07858  0.522
F: 1.44455 -1.35539 4.10070  -0.177
F: 0.53110 -1.27757 6.10738  -0.255
S: -0.34728 0.63887 4.44668  0.925
C: -1.62053 -0.31759 3.74529  -0.265
C: -2.92260 -0.35541 4.31749  0.805
C: -3.53023 0.80170 4.90244  -0.291
C: -4.78703 0.73216 5.48050  -1.096
C: -5.50373 -0.46593 5.47884  0.363
C: -6.90577 -0.48848 6.01490  0.863
F: -7.59404 -1.60030 5.63374  -0.298
F: -6.94887 -0.45180 7.38184  -0.275
F: -7.61755 0.59170 5.57188  -0.279
C: -4.92903 -1.61631 4.95218  -0.598
C: -3.67307 -1.57375 4.36756  -0.671
O: -0.77356 1.24658 5.69094  -0.718
O: 0.30377 1.42454 3.42158  -0.589
H: -1.24809 -1.11494 3.11083  -0.003
H: -2.97730 1.74642 4.88398  0.358
H: -5.22018 1.62164 5.92443  0.300
H: -5.47935 -2.55062 4.96752  0.368
H: -3.21137 -2.48172 3.95480  0.384
O: -0.12289 -2.75542 2.20286  -0.498
C: -0.19903 -3.10276 1.09676  0.171
Co: -0.28941 -3.64350 -0.56075  -0.144
C: 0.47503 -5.21500 -0.46650  0.312
O: 1.03518 -6.22931 -0.42817  -0.449
C: -1.97574 -4.09899 -0.69776  -0.005
O: -3.10157 -4.37671 -0.72526  -0.434
C: -0.25782 -1.93965 -1.65839  -1.412
C: -0.67178 -0.78871 -0.94010  0.554
C: -1.89597 -0.27842 -0.65576  -0.742
C: -2.14011 1.02490 -0.08175  1.268
C: -3.35862 1.71452 -0.33371  -0.750
C: -3.65463 2.89973 0.32681  -0.448
C: -2.74181 3.43776 1.24217  -0.495
C: -1.53325 2.78158 1.48463  -0.610
C: -1.20806 1.62827 0.78591  0.268
Co: 1.11116 -1.13982 -0.80483  2.178
C: 1.72715 -0.18794 0.55377  -0.180
O: 2.27241 0.37890 1.41020  -0.367
C: 2.26873 -2.47975 -0.67114  -0.163
O: 3.21321 -3.15273 -0.58162  -0.506
P: 2.17202 -0.04725 -2.43099  1.867
C: 3.07178 1.43865 -1.83939  -0.109
C: 2.77228 2.73346 -2.28262  -0.606
C: 3.43746 3.83388 -1.73385  -0.670
C: 4.41046 3.65251 -0.74810  -0.538
C: 4.73244 2.35986 -0.32077  -0.799
C: 4.08592 1.25589 -0.88278  0.014
C: 3.49066 -0.99364 -3.29410  -0.393
C: 4.72847 -0.42221 -3.62362  -0.450
C: 5.69197 -1.16652 -4.30832  -0.681
C: 5.42451 -2.48461 -4.68615  -0.516
C: 4.18798 -3.05743 -4.37306  -0.750
C: 3.23012 -2.32328 -3.66808  -0.057
C: 1.12008 0.59506 -3.79775  0.088
C: 1.32696 0.23324 -5.13801  -0.742
C: 0.48731 0.72473 -6.13931  -0.568
C: -0.58076 1.56525 -5.81496  -0.565
C: -0.81980 1.89908 -4.47769  -0.807
C: 0.03450 1.43012 -3.47603  -0.513
H: -0.39511 -1.99768 -2.74344  0.663
H: -2.76273 -0.87300 -0.99040  0.248
H: -4.04230 1.31537 -1.08566  0.366
H: -4.59483 3.42385 0.12694  0.337
H: -2.97597 4.36166 1.77213  0.351
H: -0.81102 3.17296 2.19586  0.424
H: -0.22942 1.17188 0.90562  -0.353
H: 2.03153 2.88034 -3.06598  0.386
H: 3.19212 4.83399 -2.08986  0.383
H: 4.93607 4.51317 -0.32795  0.346
H: 5.49613 2.20386 0.44352  0.380
H: 4.38797 0.24613 -0.59325  0.450
H: 4.94301 0.60625 -3.34182  0.381
H: 6.64719 -0.70453 -4.55714  0.391
H: 6.17157 -3.05739 -5.23991  0.339
H: 3.96342 -4.07966 -4.68095  0.418
H: 2.26937 -2.78165 -3.42276  0.410
H: 2.14858 -0.43282 -5.39214  0.306
H: 0.66740 0.44340 -7.17712  0.369
H: -1.21773 1.96836 -6.60498  0.340
H: -1.66384 2.53760 -4.21223  0.424
H: -0.15071 1.70409 -2.43384  0.760

=====

Formula: C41H27F9HfN9PSe2
Source: OMol25
Level of theory: ωB97M-V/def2-TZVPD

Summary:
Molecular weight ... 1184.1 g mol⁻¹
Strongest force on any atom ... 1.5 eV Å⁻¹
Energy above the lowest of the compared OMol25 structures with the same formula, charge and spin ... 15.59 kcal/mol
2S+1 ... 1
HOMO level ... -0.687 Ha
Charge ... +4
LUMO ... -12.699 eV

Each line ends with the Mulliken charge.
Element x y z (Å)
Hf: 0.23962 0.84039 -1.33583  0.641
Se: -0.52249 5.99317 4.41855  0.481
N: -1.62610 5.36236 3.22451  -0.839
C: -0.97309 4.53553 2.44119  0.590
C: -1.56560 3.76283 1.37885  0.727
C: -2.94278 3.78873 1.10666  -0.483
C: -3.44380 2.98302 0.10290  -1.182
C: -2.57400 2.19952 -0.63597  -0.163
N: -1.25279 2.15492 -0.40327  -0.094
C: -0.74526 2.91118 0.61959  -0.191
C: 0.66497 2.77296 0.93726  -0.056
N: 1.40276 1.86637 0.23149  0.282
C: 2.70660 1.72691 0.50722  -0.636
C: 3.35660 2.47415 1.47490  -1.005
C: 2.62379 3.37500 2.22139  -0.588
C: 1.25023 3.51751 1.97562  0.604
C: 0.42036 4.39389 2.75286  1.063
N: 0.83421 5.08631 3.78920  -0.840
H: -3.57652 4.42819 1.70937  0.642
H: -4.50481 2.95724 -0.10397  0.519
H: -2.95586 1.58370 -1.44243  0.519
H: 3.24752 0.98560 -0.07145  0.804
H: 4.41817 2.35320 1.64009  0.539
H: 3.07366 3.97732 3.00169  0.633
F: -3.91452 2.46580 4.90085  -0.237
C: -3.03346 1.56224 5.37995  0.656
F: -3.68759 0.72966 6.16812  -0.223
F: -2.13348 2.23489 6.11930  -0.275
C: -2.36521 0.86151 4.21796  -0.007
C: -0.98186 0.84696 4.08005  -0.986
C: -0.41683 0.26537 2.95371  -0.880
C: -1.23726 -0.32016 1.98325  1.238
C: -2.61968 -0.31883 2.15004  -0.980
C: -3.18205 0.27052 3.26815  -1.274
P: -0.47485 -1.02883 0.48651  2.263
C: -1.82490 -1.85287 -0.40194  0.256
C: -2.51128 -2.93643 0.13612  0.047
C: -3.52939 -3.53942 -0.59121  -1.010
C: -3.83805 -3.06371 -1.85743  0.095
C: -3.14922 -1.99226 -2.41461  -1.549
C: -2.14588 -1.39053 -1.68066  -0.253
C: -4.94728 -3.68372 -2.69185  0.788
F: -5.91109 -2.77111 -2.88599  -0.232
F: -5.47174 -4.74985 -2.10883  -0.247
F: -4.46816 -4.03076 -3.89345  -0.237
C: 0.59347 -2.35650 1.10890  0.457
C: 0.75551 -2.62909 2.46338  -0.252
C: 1.61981 -3.64362 2.85643  -0.999
C: 2.32036 -4.36195 1.90221  0.094
C: 2.13869 -4.11140 0.54561  -1.187
C: 1.27970 -3.10745 0.14830  -0.867
C: 3.31813 -5.43535 2.29574  0.743
F: 3.50663 -5.47766 3.60962  -0.254
F: 4.49806 -5.17145 1.70324  -0.243
F: 2.91072 -6.63276 1.87277  -0.226
H: -0.35452 1.26242 4.85755  0.636
H: 0.66320 0.21537 2.85841  0.756
H: -3.26308 -0.81358 1.43326  0.542
H: -4.25432 0.25313 3.41941  0.553
H: -2.25704 -3.31170 1.12032  0.609
H: -4.07454 -4.38112 -0.18458  0.571
H: -3.40232 -1.66773 -3.41600  0.449
H: -1.57230 -0.56616 -2.12794  0.615
H: 0.21224 -2.07694 3.21735  0.535
H: 1.75154 -3.87285 3.90520  0.570
H: 2.67212 -4.71077 -0.18056  0.483
H: 1.11463 -2.91770 -0.90680  0.623
Se: -1.68994 2.32255 -4.70446  0.496
N: -0.49107 3.34244 -5.34409  -0.640
C: 0.62527 3.30979 -4.62548  0.420
C: 1.83711 4.00454 -4.84568  -0.399
C: 2.84931 3.78335 -3.94131  -0.939
C: 2.66644 2.92275 -2.84570  -0.165
N: 1.54042 2.25383 -2.60428  -0.230
C: 0.53701 2.43788 -3.49645  0.536
N: -0.62016 1.78391 -3.32851  -0.258
H: 1.94123 4.67813 -5.68770  0.542
H: 3.80096 4.28289 -4.05932  0.466
H: 3.46598 2.77056 -2.13026  0.583
C: 2.91130 -2.97151 -4.50823  -0.883
N: 3.18336 -2.13562 -3.32156  0.045
C: 4.52374 -2.28817 -2.71742  -0.872
C: 2.32405 -1.36557 -2.79306  0.552
N: 1.54435 -0.64866 -2.27907  -0.422
H: 2.95432 -4.02265 -4.22400  0.338
H: 3.68432 -2.78512 -5.25200  0.348
H: 1.93489 -2.75141 -4.93106  0.352
H: 4.66513 -3.32043 -2.39851  0.360
H: 4.64143 -1.62922 -1.86082  0.275
H: 5.28222 -2.04794 -3.46132  0.366